C17H16N3O8SW as an isolated structure. Source: the Open Molecules 2025 dataset; level of theory: ωB97M-V/def2-TZVPD.

Geometry as XYZ:
```
46
Properties=species:S:1:pos:R:3:forces:R:3
W 0.315926 0.877192 0.043763 0.3 -0.3 -0.1
O 0.586172 3.278756 -3.301021 0.0 0.0 0.0
C 0.384301 2.346401 -2.583519 0.0 0.0 0.0
O 0.089546 2.420839 -1.287233 -0.1 0.0 0.0
C 0.345926 0.915813 -3.027297 0.0 0.0 0.0
C 0.417668 0.436244 -4.318765 0.0 0.0 0.0
C 0.207180 -0.923004 -4.518023 0.0 0.0 0.0
C -0.107530 -1.747294 -3.441748 0.0 0.0 0.0
C -0.148920 -1.185357 -2.185094 0.0 0.0 0.0
N 0.113659 0.103865 -2.000572 0.0 0.1 -0.1
C -0.564911 -1.842708 -0.898748 0.1 0.0 0.0
O -0.839463 -3.001194 -0.798639 0.0 0.0 0.0
O -0.632008 -0.935726 0.062274 -0.1 0.0 0.0
H 0.610094 1.124521 -5.129534 0.0 0.0 0.0
H 0.253851 -1.334955 -5.517137 0.0 0.0 0.0
H -0.332495 -2.798171 -3.557345 0.0 0.0 0.0
O -1.038392 -0.522625 3.354832 0.0 -0.1 0.0
C -0.122063 -0.606916 2.600496 -0.1 0.2 -0.1
O 0.203756 0.554409 1.885341 0.0 0.0 0.1
C 0.733876 -1.783423 2.368534 0.0 -0.1 0.1
C 0.544362 -2.822919 3.284351 0.0 0.0 0.0
C 1.242354 -4.007292 3.172533 0.0 0.0 0.0
C 2.137966 -4.173674 2.123367 0.0 0.0 0.0
C 2.332538 -3.159469 1.204716 0.0 0.0 0.0
C 1.645051 -1.951074 1.314055 0.0 0.0 0.0
S 2.144877 -0.719569 0.156966 -0.1 0.1 0.0
H -0.175019 -2.677786 4.077916 0.0 0.0 0.0
H 1.083049 -4.800345 3.889408 0.0 0.0 0.0
H 2.683175 -5.101656 2.014824 0.0 0.0 0.0
H 3.028106 -3.298500 0.387082 0.0 0.0 0.0
C -4.402193 1.740526 0.544777 0.0 0.0 0.0
O -3.392928 2.663045 1.047968 0.0 0.0 0.0
C -2.155544 2.345469 0.839966 0.1 0.0 0.0
O -1.786768 1.349657 0.190004 -0.2 0.0 0.0
N -1.260856 3.176124 1.401432 0.0 0.0 0.0
N 0.094539 2.923416 1.148204 0.0 0.0 0.0
H -5.344913 2.171204 0.858284 0.0 0.0 0.0
H -4.247858 0.761827 0.990268 0.0 0.0 0.0
H -4.335847 1.689419 -0.538164 0.0 0.0 0.0
H -1.547680 4.005301 1.899387 0.0 0.0 0.0
H 0.598900 2.845482 2.028564 0.0 0.0 0.0
H 0.481978 3.655646 0.557980 0.0 0.0 0.0
C 2.282745 1.880643 -0.052925 0.0 0.0 -0.1
H 2.840048 1.763352 0.872535 0.0 0.0 0.0
H 2.151555 2.930298 -0.313533 0.0 0.0 0.0
H 2.882168 1.434204 -0.850547 0.0 0.0 0.0
```
Positions in Å, forces in eV/Å.

Results
Electronic energy ... -51396.396 eV
LUMO level ... -5.18 eV
Largest force on an atom ... 0.45 eV/A
E_HOMO ... -11.2 eV
Total charge ... +1
Energy above the lowest of the compared OMol25 structures with the same formula, charge and spin ... 0.2317 eV

Results of the natural (NBO) charge analysis, in e, for atoms 1 through 8: 1.989 -0.505 0.764 -0.752 0.115 -0.181 -0.109 -0.177